Record 1
{"formula": "C4H6O2", "method": "ωB97M-V/def2-TZVPD", "symbols": ["C", "C", "C", "C", "H", "H", "H", "H", "H", "H", "O", "O"], "coordinates": [[2.37, -0.68, 0.26], [1.27, 0.46, -0.19], [-1.15, 0.53, 0.28], [-2.21, -0.59, -0.22], [3.39, -0.10, -0.04], [2.41, -2.09, 0.62], [1.32, 2.04, -0.80], [-1.07, 0.80, 1.46], [-1.16, 1.67, -0.17], [-1.82, -1.69, -1.22], [0.05, -0.12, -0.16], [-3.40, -0.23, 0.18]], "e_tot_ha": -306.0713, "orbital_gap_ev": 7.90, "lumo_ev": -0.47, "homo_energy_ev": -8.373, "e_above_lowest_kcal_mol": 273.0}



Record 2
{"formula": "C4H6O2", "method": "ωB97M-V/def2-TZVPD", "symbols": ["C", "C", "C", "O", "C", "O", "H", "H", "H", "H", "H", "H"], "coordinates": [[0.70, 1.44, -1.65], [0.20, 0.99, -0.66], [-0.32, 0.36, 0.57], [0.65, 0.38, 1.61], [-0.68, -1.12, 0.32], [-0.09, -1.68, -0.83], [1.12, 1.82, -2.56], [-1.23, 0.90, 0.89], [0.95, 1.29, 1.72], [-0.38, -1.66, 1.23], [-1.76, -1.23, 0.18], [0.85, -1.48, -0.81]], "smiles": "C#C[C@H](O)CO", "e_tot_ha": -306.4034, "orbital_gap_ev": 11.12, "lumo_ev": 0.82, "homo_energy_ev": -10.300, "e_above_lowest_kcal_mol": 64.5}



Record 3
{"formula": "C4H6O2", "method": "ωB97M-V/def2-TZVPD", "symbols": ["C", "C", "O", "H", "H", "C", "C", "O", "H", "H", "H", "H"], "coordinates": [[3.11, -0.23, -1.64], [2.75, -0.12, -0.39], [2.40, 0.08, 0.71], [3.56, -1.16, -1.98], [2.75, 0.48, -2.37], [-2.28, -0.05, 1.67], [-1.62, 0.02, 0.53], [-2.09, 0.60, -0.58], [-1.72, -0.52, 2.51], [-3.23, 0.48, 1.84], [-0.61, -0.52, 0.26], [-3.03, 0.93, -0.56]], "smiles": "C=C=O.C=CO", "e_tot_ha": -306.4111, "orbital_gap_ev": 9.84, "lumo_ev": 0.81, "homo_energy_ev": -9.028, "e_above_lowest_kcal_mol": 59.7}



Record 4
{"formula": "C4H6O2", "method": "ωB97M-V/def2-TZVPD", "symbols": ["C", "O", "C", "C", "O", "C", "H", "H", "H", "H", "H", "H"], "coordinates": [[1.69, 0.90, 0.42], [1.69, -0.55, 0.35], [0.42, -0.66, 0.03], [0.19, 0.85, 0.13], [-2.46, -0.31, -0.43], [-1.91, -1.38, -0.54], [2.33, 1.30, -0.38], [2.03, 1.26, 1.39], [-0.20, 1.35, -0.76], [-0.46, 1.10, 0.97], [-1.82, -2.10, 0.30], [-1.51, -1.76, -1.50]], "e_tot_ha": -306.3339, "orbital_gap_ev": 9.79, "lumo_ev": 0.76, "homo_energy_ev": -9.022, "e_above_lowest_kcal_mol": 108.2}



Record 5
{"formula": "C4H6O2", "method": "ωB97M-V/def2-TZVPD", "symbols": ["C", "C", "O", "C", "C", "O", "H", "H", "H", "H", "H", "H"], "coordinates": [[0.15, -0.96, -1.71], [-0.44, -0.99, -0.31], [-1.01, -1.94, 0.16], [0.03, 0.22, 0.62], [-0.16, 1.49, 1.47], [1.11, -0.34, 0.80], [-0.70, -0.97, -2.39], [0.75, -0.06, -1.89], [0.76, -1.85, -1.92], [0.76, 1.54, 2.07], [-0.25, 2.44, 0.92], [-1.00, 1.43, 2.17]], "smiles": "CC(=O)C(C)=O", "e_tot_ha": -306.4357, "orbital_gap_ev": 10.13, "lumo_ev": 0.79, "homo_energy_ev": -9.342, "e_above_lowest_kcal_mol": 44.3}



Record 6
{"formula": "C4H6O2", "method": "ωB97M-V/def2-TZVPD", "symbols": ["O", "C", "C", "C", "C", "O", "H", "H", "H", "H", "H", "H"], "coordinates": [[2.10, -0.79, -0.21], [1.09, -0.46, 0.34], [-0.06, -1.11, 0.92], [-0.81, 0.72, -1.38], [-0.30, 1.25, -0.28], [0.80, 0.93, 0.42], [1.07, -1.17, 1.69], [-0.76, -0.54, 1.54], [-0.42, -2.07, 0.54], [-0.15, 0.10, -1.97], [-1.75, 1.07, -1.78], [-0.81, 2.08, 0.17]], "e_tot_ha": -306.3798, "orbital_gap_ev": 10.30, "lumo_ev": 0.78, "homo_energy_ev": -9.523, "e_above_lowest_kcal_mol": 79.4}



Record 7
{"formula": "C4H6O2", "method": "ωB97M-V/def2-TZVPD", "symbols": ["O", "C", "O", "C", "C", "C", "H", "H", "H", "H", "H", "H"], "coordinates": [[2.30, 0.07, 0.73], [2.17, -0.04, -0.59], [0.90, -0.28, -0.88], [-0.13, -0.38, 0.10], [-1.49, -0.47, -0.51], [-1.06, 0.78, 0.22], [3.24, 0.23, 0.87], [0.13, -0.97, 0.97], [-1.51, -0.42, -1.59], [-2.23, -1.12, -0.06], [-0.83, 1.66, -0.37], [-1.50, 0.99, 1.20]], "e_tot_ha": -306.3926, "orbital_gap_ev": 10.06, "lumo_ev": 0.89, "homo_energy_ev": -9.166, "e_above_lowest_kcal_mol": 71.4}



Record 8
{"formula": "C4H6O2", "method": "ωB97M-V/def2-TZVPD", "symbols": ["C", "C", "C", "O", "C", "O", "H", "H", "H", "H", "H", "H"], "coordinates": [[-1.33, -0.27, -0.43], [-0.06, -0.16, 0.40], [0.20, 1.11, 1.13], [-0.16, 2.17, 0.69], [1.28, -0.59, -0.06], [0.54, -1.33, 0.90], [-1.17, 0.22, -1.39], [-1.61, -1.31, -0.60], [-2.17, 0.23, 0.06], [0.88, 1.00, 2.00], [1.35, -0.92, -1.10], [2.22, -0.15, 0.31]], "smiles": "C[C@]1(C=O)CO1", "e_tot_ha": -306.4305, "orbital_gap_ev": 10.84, "lumo_ev": 0.89, "homo_energy_ev": -9.945, "e_above_lowest_kcal_mol": 47.6}